This record from the OMol25 dataset describes 14 unconnected molecules or ions with the total composition C28H42N14. The level of theory is ωB97M-V/def2-TZVPD.

Geometry as ORCA input:
```
! wB97M-V def2-TZVPD RIJCOSX def2/J DEFGRID3
* xyz 0 1
C -3.3456 -5.2962 -0.6666
C -4.3299 -4.5154 -1.4242
N -5.0688 -3.9607 -2.0928
H -2.3477 -5.2615 -1.1038
H -3.6392 -6.3443 -0.7262
H -3.4128 -4.9076 0.3495
C 0.3351 1.5549 -3.6524
C -0.1550 2.2665 -2.4350
N -0.4007 2.8884 -1.4643
H 0.9203 2.1754 -4.3310
H -0.5474 1.2154 -4.1947
H 0.7787 0.5856 -3.4247
C 2.7969 -1.8769 -4.1441
C 2.2067 -1.4306 -5.4310
N 1.7917 -1.0527 -6.4439
H 2.0213 -1.5090 -3.4725
H 3.7770 -1.4711 -3.8933
H 2.8735 -2.9585 -4.2549
C -1.3515 3.5356 2.2349
C -2.4976 2.7169 1.6903
N -3.3253 2.0484 1.2899
H -0.5563 3.6975 1.5072
H -0.8371 3.0736 3.0775
H -1.7785 4.4914 2.5384
C -0.0961 -0.1640 1.0087
C 0.8088 -0.2959 -0.1404
N 1.5279 -0.4024 -1.0166
H -0.9893 -0.6662 0.6370
H -0.3543 0.8500 1.3140
H 0.3155 -0.6947 1.8673
C 0.0308 -3.9798 -2.0566
C -0.7537 -4.6085 -3.1670
N -1.3563 -5.0275 -4.0732
H 1.0675 -4.2612 -2.2415
H -0.3694 -4.4453 -1.1559
H 0.1459 -2.8965 -2.0180
C 1.1707 4.0390 7.0523
C 0.7240 2.7194 6.5260
N 0.3131 1.6923 6.1401
H 1.1338 3.9420 8.1373
H 0.6585 4.8719 6.5705
H 2.2166 4.2148 6.8010
C -2.9192 -4.1891 4.8490
C -1.5076 -4.2192 4.5285
N -0.3840 -4.2286 4.2456
H -3.2342 -5.2297 4.9267
H -3.5239 -3.6579 4.1140
H -3.0394 -3.6525 5.7901
C -6.6482 0.3853 -1.0728
C -6.8737 1.7263 -0.5257
N -7.0841 2.7492 -0.0824
H -7.4036 -0.3126 -0.7117
H -5.7300 -0.0184 -0.6460
H -6.8627 0.4816 -2.1371
C -3.6842 -0.6998 -2.6345
C -2.9918 -1.5214 -1.6423
N -2.3884 -2.1709 -0.8766
H -4.7618 -0.8611 -2.6044
H -3.3690 -0.9426 -3.6493
H -3.4997 0.3606 -2.4622
C 1.6097 6.9184 2.0083
C 1.4822 5.6520 2.7205
N 1.4335 4.6135 3.1929
H 0.8755 7.6841 2.2588
H 1.6486 6.7949 0.9260
H 2.5761 7.3456 2.2761
C 3.8238 2.1449 -5.9664
C 3.0533 3.3798 -5.8472
N 2.3546 4.3460 -5.7570
H 3.6601 1.5594 -6.8712
H 3.4204 1.4497 -5.2301
H 4.8911 2.3561 -5.8994
C 1.9396 -1.2150 5.3981
C 3.4266 -1.3094 5.7723
N 4.5495 -1.3656 6.0312
H 1.7049 -2.1500 4.8895
H 1.6884 -0.3635 4.7657
H 1.2682 -1.2082 6.2567
C 6.3500 -0.7292 -1.4292
C 7.5866 -1.1745 -2.0890
N 8.5687 -1.4902 -2.5670
H 5.7762 -0.1337 -2.1393
H 6.4730 -0.1104 -0.5404
H 5.6428 -1.5463 -1.2867
*
```

- gap between HOMO and LUMO (Ha) = 0.424
- ΔE to the lowest compared entry with this formula, charge and spin (kJ/mol) = 147.1
- E_LUMO (eV) = 0.04
- E_HOMO (eV) = -11.510

Löwdin population analysis, charges in e, atoms 1 to 8: atom 1 (C): -0.066, atom 2 (C): -0.300, atom 3 (N): 0.137, atom 4 (H): 0.039, atom 5 (H): 0.086, atom 6 (H): 0.078, atom 7 (C): -0.061, atom 8 (C): -0.242



This record from the OMol25 dataset describes a molecular structure, C28H43As2Br4FeGeO3S4Si3. The level of theory is ωB97M-V/def2-TZVPD.

Geometry as ORCA input:
```
! wB97M-V def2-TZVPD RIJCOSX def2/J DEFGRID3
* xyz -1 5
Fe 0.8422 -0.4836 -0.6138
O -3.5834 1.4774 -5.7188
C -2.8093 1.2604 -4.8224
S -1.0584 1.1260 -5.0280
C -0.6333 0.8011 -3.3535
C -1.6807 0.7655 -2.4995
S -1.5227 0.3728 -0.7962
S -3.2966 1.0162 -3.1401
S 1.0260 0.5702 -2.9743
C -0.8059 -3.1814 2.6720
As -0.8749 -2.7165 0.7727
C -2.7763 -3.0969 0.4461
C -0.1777 -4.3819 -0.0020
C -0.2273 -5.5857 0.6948
C 0.2453 -6.7591 0.1288
C 0.7651 -6.7457 -1.1565
C 0.8181 -5.5524 -1.8574
C 0.3610 -4.3662 -1.2916
As 0.5547 -2.6590 -2.2381
C -0.5220 -2.9933 -3.8323
C 2.3432 -2.8737 -2.9630
H -1.4276 -4.0407 2.9228
H -1.1500 -2.3172 3.2390
H 0.2339 -3.3783 2.9344
H -3.0555 -4.0855 0.8116
H -2.9612 -3.0445 -0.6277
H -3.3900 -2.3386 0.9332
H -0.6306 -5.6130 1.6993
H 0.2100 -7.6831 0.6928
H 1.1372 -7.6584 -1.6053
H 1.2374 -5.5421 -2.8576
H -0.3661 -4.0005 -4.2185
H -0.2408 -2.2584 -4.5871
H -1.5755 -2.8548 -3.5908
H 2.4561 -3.7915 -3.5391
H 3.0456 -2.8770 -2.1291
H 2.5439 -2.0103 -3.5960
Br 7.5874 -0.1342 0.8458
C 5.7934 -0.7190 0.7100
C 5.4576 -2.0199 1.0350
Br 6.7674 -3.2468 1.6213
C 4.1233 -2.4331 0.9276
Br 3.5675 -4.2022 1.3019
C 3.1287 -1.5553 0.5185
O 1.8699 -1.8968 0.3980
C 3.4691 -0.2037 0.1864
O 2.4863 0.5714 -0.2085
C 4.8009 0.1781 0.2798
Br 5.2326 1.9427 -0.2462
C -0.8543 2.7693 3.7856
Si -0.8292 1.3276 2.5694
C 0.6647 0.2718 2.9742
C -2.3953 0.3178 2.8422
Ge -0.8802 2.2761 0.3580
Si 1.1089 3.6064 0.0062
C 2.2409 3.3273 1.4729
C 2.0325 3.6040 -1.6039
C 0.3540 5.3249 0.2574
Si -2.8975 3.5682 0.1342
C -4.3678 2.3910 0.1335
C -3.1955 4.8092 1.5166
C -2.8708 4.4938 -1.5080
H -1.0741 2.4103 4.7941
H -1.6068 3.5136 3.5225
H 0.1151 3.2670 3.8165
H 0.4864 -0.2435 3.9228
H 1.5552 0.8915 3.0880
H 0.8856 -0.4853 2.2209
H -2.3384 -0.2157 3.7943
H -2.5364 -0.4156 2.0449
H -3.2763 0.9606 2.8686
H 2.4858 2.2726 1.5785
H 1.7908 3.6966 2.3960
H 3.1799 3.8626 1.3140
H 2.4875 2.6315 -1.7780
H 2.8250 4.3539 -1.5217
H 1.3989 3.8533 -2.4553
H -0.1427 5.3992 1.2273
H -0.3662 5.5798 -0.5213
H 1.1486 6.0757 0.2381
H -4.2763 1.6223 0.9006
H -4.4713 1.8880 -0.8278
H -5.2892 2.9497 0.3187
H -3.4285 4.3097 2.4581
H -4.0527 5.4337 1.2530
H -2.3393 5.4644 1.6798
H -2.2758 3.9633 -2.2538
H -2.4508 5.4941 -1.3882
H -3.8822 4.5976 -1.9074
*
```

- gap between HOMO and LUMO (alpha / beta) (Ha) = 0.256 / 0.260
- E_LUMO (alpha / beta) (eV) = 2.30 / 2.30
- E_HOMO (alpha / beta) (eV) = -4.662 / -4.765

Löwdin population analysis, charges in e, atoms 1 to 8: atom 1 (Fe): 0.304, atom 2 (O): -0.076, atom 3 (C): -1.028, atom 4 (S): 0.955, atom 5 (C): -1.160, atom 6 (C): -1.065, atom 7 (S): 0.487, atom 8 (S): 0.943



This record from the OMol25 dataset describes a molecular structure, C28H43BrN2P2Sn. The level of theory is ωB97M-V/def2-TZVPD.

Geometry as ORCA input:
```
! wB97M-V def2-TZVPD RIJCOSX def2/J DEFGRID3
* xyz 2 1
C -0.3029 6.5124 -5.9622
C -0.4464 5.1650 -6.3979
C -0.7853 4.9446 -7.7552
C -0.9930 6.0431 -8.5920
N -0.8722 7.2896 -8.1377
C -0.5247 7.5463 -6.8773
C -0.3375 4.0521 -5.5414
C -0.4803 3.3104 -4.5337
C -1.1976 3.1153 -3.2456
C -0.4245 3.0732 -2.0668
C -0.9108 2.3634 -0.9784
C -2.2254 1.8676 -0.9945
C -3.0763 2.1646 -2.0803
C -2.5379 2.7443 -3.2273
Sn -0.0802 1.0990 -4.4134
P 2.0841 -1.1028 -1.5582
H -0.9299 3.9322 -8.1296
H -0.0653 6.7545 -4.9269
H -1.2622 5.8876 -9.6456
H -0.4195 8.5973 -6.5707
H -3.0998 2.8368 -4.1596
H 0.5803 3.4728 -2.0675
H -4.1403 1.9219 -2.0402
H -0.2354 2.1446 -0.1578
C 2.3873 -2.6659 -0.5887
C 3.5208 -3.6129 -0.9777
H 1.4224 -3.1988 -0.6330
H 2.5025 -2.3431 0.4571
H 3.6600 -4.3693 -0.1930
H 3.2996 -4.1513 -1.9050
H 4.4895 -3.1166 -1.0919
C 2.9615 -1.4490 -3.1467
C 3.3781 -0.1901 -3.9094
H 2.2480 -2.0329 -3.7560
H 3.8321 -2.0892 -2.9194
H 3.3132 -0.3855 -4.9857
H 2.7496 0.6926 -3.7203
H 4.4104 0.1116 -3.6826
C 3.3027 0.0300 -0.7240
C 4.7473 -0.4378 -0.6561
H 2.9270 0.2259 0.2888
H 3.2216 0.9814 -1.2705
H 5.3732 0.3789 -0.2760
H 4.8737 -1.2819 0.0293
H 5.1462 -0.7260 -1.6342
Br -2.6167 0.5577 0.2693
P -2.3196 -2.8756 -3.5817
C -0.4892 -3.0566 -3.5603
C -0.1569 -4.4791 -4.0303
H -0.1361 -2.8849 -2.5318
H -0.0401 -2.2819 -4.2035
H 0.9123 -4.5960 -4.2418
H -0.4260 -5.2212 -3.2665
H -0.7176 -4.7299 -4.9424
C -2.7011 -2.6111 -1.8063
C -4.1123 -3.1601 -1.5442
H -2.5985 -1.5356 -1.5805
H -1.9653 -3.1707 -1.2068
H -4.3883 -3.0640 -0.4893
H -4.8478 -2.6123 -2.1415
H -4.1780 -4.2245 -1.8174
C -2.6632 -1.2498 -4.2965
C -2.9035 -1.3369 -5.8092
H -1.7426 -0.6661 -4.0648
H -3.5210 -0.7985 -3.7661
H -3.1602 -0.3488 -6.2039
H -1.9965 -1.6592 -6.3333
H -3.7111 -2.0322 -6.0915
C 0.0287 0.9225 3.7341
C 0.5310 1.2747 2.3269
C 0.4534 0.1660 1.3855
N 0.4285 -0.7226 0.6357
H -1.0614 0.8025 3.7140
H 0.2918 1.7167 4.4390
H 0.4810 -0.0097 4.0910
H -0.0421 2.1303 1.9460
H 1.5764 1.6226 2.3644
*
```

- gap between HOMO and LUMO (alpha / beta) (Ha) = 0.168 / 0.168
- ΔE to the lowest compared entry with this formula, charge and spin (kJ/mol) = 0.0
- E_LUMO (alpha / beta) (eV) = -8.34 / -8.34
- E_HOMO (alpha / beta) (eV) = -12.912 / -12.911

Löwdin population analysis, charges in e, atoms 1 to 8: atom 1 (C): 0.033, atom 2 (C): -0.204, atom 3 (C): 0.015, atom 4 (C): -0.087, atom 5 (N): 0.101, atom 6 (C): -0.086, atom 7 (C): 0.125, atom 8 (C): -0.301